Record 1
Density functional theory data (wB97M-V/def2-TZVPD) for a structure of composition C46H39AlBr2N6OS3.

Last column: Löwdin charge in e.
Geometry (Å):
1 Al -1.304 -0.275 -2.209  -0.1130
2 N -1.251 0.280 -0.432  -0.1614
3 S -1.131 0.175 1.011  0.8476
4 N 0.327 0.570 1.653  -0.3508
5 S 1.572 -0.278 1.294  0.9017
6 N 1.734 -0.905 -0.108  -0.3387
7 S 1.740 -0.322 -1.624  0.8724
8 N 0.519 -0.462 -2.435  -0.1920
9 C 2.335 1.355 -1.538  -0.2887
10 C 1.455 2.298 -1.015  -0.0963
11 C 1.851 3.624 -0.966  -0.0581
12 C 3.105 3.997 -1.436  -0.0455
13 C 3.968 3.046 -1.961  -0.0389
14 C 3.588 1.712 -2.017  -0.0353
15 C 3.066 -1.270 -2.315  -0.3236
16 C 4.225 -1.520 -1.593  -0.0739
17 C 5.248 -2.229 -2.198  -0.0438
18 C 5.105 -2.679 -3.506  -0.0395
19 C 3.941 -2.420 -4.215  -0.0406
20 C 2.912 -1.704 -3.622  -0.0481
21 C 1.727 -1.681 2.361  -0.3219
22 C 2.198 -2.894 1.880  -0.0552
23 C 2.351 -3.940 2.777  -0.0403
24 C 2.038 -3.761 4.117  -0.0365
25 C 1.567 -2.537 4.578  -0.0407
26 C 1.408 -1.481 3.699  -0.0558
27 C 2.914 0.776 1.754  -0.3028
28 C 4.176 0.196 1.827  -0.0602
29 C 5.251 0.994 2.172  -0.0382
30 C 5.056 2.345 2.442  -0.0354
31 C 3.787 2.901 2.381  -0.0390
32 C 2.696 2.116 2.035  -0.0583
33 C -2.161 1.320 1.879  -0.3162
34 C -1.721 2.090 2.945  -0.0645
35 C -2.612 2.979 3.530  -0.0481
36 C -3.911 3.079 3.053  -0.0432
37 C -4.337 2.294 1.988  -0.0422
38 C -3.460 1.407 1.389  -0.0478
39 C -1.529 -1.416 1.689  -0.3014
40 C -1.371 -2.522 0.866  -0.0602
41 C -1.638 -3.777 1.389  -0.0554
42 C -2.061 -3.909 2.704  -0.0409
43 C -2.226 -2.789 3.511  -0.0467
44 C -1.958 -1.528 3.007  -0.0548
45 H 0.479 1.992 -0.657  0.0804
46 H 1.178 4.370 -0.564  0.1185
47 H 3.408 5.034 -1.398  0.1185
48 H 4.940 3.338 -2.333  0.1200
49 H 4.252 0.973 -2.441  0.1128
50 H 4.323 -1.161 -0.580  0.0910
51 H 6.159 -2.433 -1.651  0.1182
52 H 5.906 -3.235 -3.972  0.1200
53 H 3.833 -2.774 -5.231  0.1191
54 H 1.992 -1.489 -4.148  0.1026
55 H 2.420 -3.013 0.829  0.1097
56 H 2.715 -4.896 2.426  0.1195
57 H 2.161 -4.582 4.811  0.1202
58 H 1.324 -2.405 5.624  0.1208
59 H 1.044 -0.520 4.039  0.1212
60 H 4.307 -0.866 1.662  0.1129
61 H 6.240 0.562 2.247  0.1208
62 H 5.900 2.962 2.716  0.1207
63 H 3.641 3.949 2.604  0.1204
64 H 1.697 2.523 1.979  0.1047
65 H -0.707 1.995 3.303  0.1014
66 H -2.292 3.590 4.363  0.1172
67 H -4.599 3.774 3.517  0.1187
68 H -5.354 2.372 1.625  0.1173
69 H -3.769 0.788 0.555  0.1107
70 H -1.068 -2.397 -0.164  0.0988
71 H -1.531 -4.653 0.763  0.1150
72 H -2.280 -4.891 3.101  0.1183
73 H -2.573 -2.898 4.530  0.1185
74 H -2.088 -0.648 3.624  0.1179
75 C -1.989 3.072 -2.794  0.0051
76 C -3.163 2.175 -2.542  -0.2670
77 C -4.466 2.704 -2.423  0.0141
78 C -5.523 1.879 -2.171  0.0086
79 C -5.317 0.486 -2.025  -0.1861
80 C -6.316 -0.470 -1.727  -0.6200
81 Br -8.111 0.070 -1.502  0.8279
82 C -5.993 -1.791 -1.589  -0.1423
83 C -4.662 -2.226 -1.737  -0.5860
84 Br -4.255 -4.048 -1.517  0.8453
85 C -3.647 -1.347 -2.032  -0.3371
86 O -2.370 -1.694 -2.175  -0.0665
87 C -3.998 0.027 -2.176  -0.1248
88 N -2.952 0.882 -2.434  0.1173
89 H -2.130 3.635 -3.717  0.1010
90 H -1.065 2.498 -2.868  0.0628
91 H -1.888 3.795 -1.984  0.0987
92 H -4.611 3.769 -2.535  0.1284
93 H -6.524 2.279 -2.078  0.0943
94 H -6.761 -2.517 -1.362  0.1063
95 N -1.306 -0.365 -4.364  0.1268
96 H -2.200 -0.380 -4.846  0.0948
97 H -0.919 -1.304 -4.443  0.0785
98 H -0.682 0.250 -4.878  0.0859

**Kohn-Sham gap**: 7.53 eV
**Max |F|**: 0.5 eV/Å
**DFT total energy**: -238498.53519 eV
**E_HOMO**: -12.234 eV
**2S+1**: 1
**Charge**: +2

***

Record 2
Density functional theory data (wB97M-V/def2-TZVPD) for a structure of composition C46H39BF3FeI2N3O4S2 in a non-equilibrium geometry.

Last column: Mulliken spin population.
Geometry (Å):
1 Fe -0.455 0.428 1.015  0.6324
2 F 1.627 1.585 5.747  0.0002
3 C 0.403 2.142 5.632  0.0000
4 F -0.030 2.326 6.907  0.0000
5 F 0.586 3.373 5.124  0.0005
6 C -0.555 1.312 4.841  0.0246
7 C -1.732 0.862 5.417  0.0023
8 C -2.610 0.099 4.653  -0.0019
9 C -2.281 -0.192 3.348  0.0008
10 N -1.145 0.227 2.798  -0.0102
11 C -0.274 0.976 3.499  -0.0162
12 S 1.119 1.405 2.608  0.0243
13 H -1.953 1.106 6.446  0.0002
14 H -3.538 -0.263 5.072  -0.0004
15 H -2.920 -0.781 2.704  -0.0020
16 I -1.853 5.413 1.469  0.0003
17 C -3.040 3.784 0.906  -0.0016
18 C -4.388 3.944 0.601  -0.0001
19 C -5.141 2.854 0.226  -0.0015
20 I -7.194 3.158 -0.187  0.0000
21 C -4.582 1.565 0.107  0.0017
22 C -5.249 0.392 -0.296  -0.0036
23 C -4.538 -0.784 -0.401  0.0003
24 C -3.176 -0.803 -0.102  -0.0066
25 N -2.533 0.271 0.305  -0.0051
26 C -3.204 1.433 0.415  -0.0101
27 C -2.405 2.539 0.850  0.0118
28 O -1.178 2.351 1.145  0.0220
29 H -4.842 4.923 0.663  0.0001
30 H -6.305 0.418 -0.527  -0.0003
31 H -5.030 -1.694 -0.717  0.0000
32 H -2.567 -1.695 -0.184  -0.0001
33 O -0.452 -1.445 0.718  -0.0087
34 S -0.555 -1.307 -2.366  -0.0126
35 C -0.856 -2.724 -3.424  -0.0015
36 C -0.317 -3.971 -3.129  0.0000
37 C -0.638 -5.067 -3.915  0.0000
38 C -1.488 -4.923 -5.004  0.0000
39 C -2.009 -3.675 -5.314  0.0000
40 C -1.698 -2.579 -4.522  0.0003
41 C 1.192 -1.166 -2.708  0.0115
42 C 1.605 -0.465 -3.833  -0.0005
43 C 2.959 -0.357 -4.117  0.0006
44 C 3.889 -0.958 -3.283  0.0001
45 C 3.469 -1.654 -2.159  0.0051
46 C 2.118 -1.751 -1.859  -0.0125
47 H 0.343 -4.076 -2.277  0.0001
48 H -0.235 -6.040 -3.666  0.0000
49 H -1.754 -5.785 -5.602  0.0000
50 H -2.660 -3.554 -6.171  0.0000
51 H -2.097 -1.598 -4.746  0.0000
52 H 0.865 0.006 -4.468  0.0001
53 H 3.282 0.205 -4.983  0.0002
54 H 4.946 -0.872 -3.507  -0.0002
55 H 4.194 -2.120 -1.503  0.0002
56 H 1.778 -2.236 -0.955  0.0005
57 N 0.249 0.894 -0.549  0.4263
58 C 0.442 1.851 -1.353  -0.0744
59 C -0.682 2.660 -1.923  -0.0146
60 C -0.600 4.053 -1.919  -0.0036
61 C -1.674 4.823 -2.334  0.0024
62 C -2.845 4.218 -2.766  -0.0032
63 C -2.928 2.834 -2.790  0.0024
64 C -1.859 2.061 -2.364  0.0012
65 C 1.826 2.207 -1.756  0.0333
66 C 2.896 1.794 -0.959  0.0213
67 C 4.198 2.051 -1.347  0.0022
68 C 4.456 2.724 -2.535  -0.0072
69 C 3.399 3.137 -3.333  0.0058
70 C 2.094 2.879 -2.952  -0.0070
71 H 0.299 4.532 -1.554  0.0001
72 H -1.603 5.903 -2.300  0.0004
73 H -3.693 4.818 -3.071  -0.0002
74 H -3.838 2.348 -3.121  0.0002
75 H -1.927 0.984 -2.370  -0.0079
76 H 2.671 1.280 -0.033  -0.0045
77 H 5.022 1.731 -0.722  0.0003
78 H 5.476 2.916 -2.843  -0.0008
79 H 3.596 3.658 -4.263  0.0002
80 H 1.274 3.183 -3.589  -0.0001
81 C 3.738 -1.357 2.854  -0.0020
82 C 2.615 -2.273 2.373  -0.0004
83 C 3.256 -3.502 1.716  0.0003
84 O 1.875 -1.602 1.360  -0.0110
85 B 0.490 -1.739 1.585  -0.0021
86 O 0.290 -2.367 2.832  -0.0015
87 C 1.536 -2.629 3.469  -0.0005
88 C 1.545 -4.096 3.902  -0.0001
89 C 1.635 -1.761 4.722  -0.0054
90 H 4.412 -1.172 2.016  -0.0002
91 H 4.302 -1.831 3.660  0.0001
92 H 3.348 -0.400 3.192  0.0020
93 H 3.871 -3.153 0.886  -0.0001
94 H 2.499 -4.176 1.317  0.0000
95 H 3.892 -4.037 2.421  0.0000
96 H 1.304 -4.750 3.067  0.0000
97 H 0.787 -4.239 4.672  0.0000
98 H 2.518 -4.371 4.313  0.0000
99 H 1.605 -0.709 4.460  0.0040
100 H 2.555 -1.956 5.274  0.0002
101 H 0.780 -1.978 5.366  -0.0002

**Kohn-Sham gap (alpha / beta)**: 6.92 / 6.81 eV
**Max |F|**: 3.3 eV/Å
**DFT total energy**: -142091.46373 eV
**⟨S²⟩**: 0.900
**E_HOMO (alpha / beta)**: -4.918 / -4.813 eV
**2S+1**: 2
**Energy relative to the best compared isomer or geometry (same formula, charge and spin)**: 0.0 kcal/mol
**Charge**: -1

***

Record 3
Density functional theory data (wB97M-V/def2-TZVPD) for a structure of composition C46H39ClN2NiO4P2Si.

Last column: Mulliken spin population.
Geometry (Å):
1 Ni -0.316 -0.685 0.167  1.4365
2 C -2.642 -0.120 3.039  0.0405
3 Si -1.433 0.623 1.777  0.1207
4 C -0.080 1.470 2.824  0.0376
5 C -0.404 2.305 3.901  -0.0345
6 C 0.573 2.860 4.706  0.0001
7 C 1.916 2.579 4.464  0.0001
8 C 2.262 1.759 3.408  -0.0118
9 C 1.271 1.226 2.577  0.0046
10 P 1.678 0.045 1.249  0.0553
11 C 2.364 -1.325 2.257  -0.0073
12 C 1.711 -1.584 3.467  0.0135
13 C 2.076 -2.661 4.255  -0.0035
14 C 3.102 -3.504 3.848  0.0075
15 C 3.757 -3.253 2.655  -0.0050
16 C 3.393 -2.171 1.863  0.0102
17 C 3.067 0.816 0.335  0.0142
18 C 3.309 2.185 0.459  0.0115
19 C 4.356 2.786 -0.224  -0.0034
20 C 5.180 2.032 -1.044  0.0078
21 C 4.915 0.682 -1.217  -0.0034
22 C 3.856 0.080 -0.554  0.0155
23 C -2.308 2.075 0.921  0.0600
24 C -3.258 2.901 1.529  -0.0184
25 C -3.849 3.948 0.846  -0.0007
26 C -3.513 4.193 -0.482  0.0025
27 C -2.584 3.385 -1.111  -0.0046
28 C -1.972 2.343 -0.409  -0.0292
29 P -0.833 1.196 -1.262  0.0523
30 C -1.842 0.869 -2.755  -0.0024
31 C -3.129 0.370 -2.544  0.0243
32 C -3.946 0.057 -3.616  0.0014
33 C -3.486 0.233 -4.916  0.0101
34 C -2.211 0.729 -5.132  -0.0049
35 C -1.391 1.051 -4.056  0.0143
36 C 0.557 2.175 -1.907  -0.0041
37 C 0.676 3.557 -1.804  0.0049
38 C 1.764 4.206 -2.373  -0.0016
39 C 2.733 3.484 -3.052  0.0038
40 C 2.634 2.101 -3.135  0.0028
41 C 1.563 1.449 -2.548  0.0268
42 H -3.132 0.641 3.652  0.0007
43 H -2.112 -0.786 3.726  -0.0029
44 H -3.421 -0.705 2.546  -0.0092
45 H -1.445 2.519 4.120  0.0016
46 H 0.296 3.501 5.533  -0.0004
47 H 2.684 2.995 5.104  0.0000
48 H 3.303 1.521 3.228  0.0003
49 H 0.920 -0.923 3.805  -0.0012
50 H 1.564 -2.839 5.193  0.0000
51 H 3.386 -4.351 4.458  0.0007
52 H 4.550 -3.908 2.319  -0.0003
53 H 3.913 -2.020 0.932  0.0025
54 H 2.678 2.795 1.090  0.0012
55 H 4.523 3.850 -0.109  0.0002
56 H 6.006 2.498 -1.566  0.0006
57 H 5.525 0.086 -1.884  0.0000
58 H 3.634 -0.954 -0.757  0.0025
59 H -3.553 2.715 2.557  0.0024
60 H -4.587 4.569 1.339  0.0001
61 H -3.987 5.001 -1.025  0.0001
62 H -2.349 3.547 -2.157  0.0011
63 H -3.492 0.224 -1.532  0.0002
64 H -4.941 -0.330 -3.437  0.0000
65 H -4.124 -0.014 -5.755  0.0008
66 H -1.848 0.875 -6.142  -0.0003
67 H -0.397 1.440 -4.241  0.0025
68 H -0.069 4.134 -1.274  0.0008
69 H 1.850 5.282 -2.284  0.0000
70 H 3.577 3.994 -3.498  0.0005
71 H 3.406 1.526 -3.628  0.0004
72 H 1.515 0.364 -2.576  -0.0051
73 N -0.631 -2.537 1.466  0.0877
74 C -1.766 -3.236 0.974  0.0390
75 C -2.565 -4.058 1.718  0.0130
76 C -3.594 -4.802 1.099  -0.0015
77 C -3.765 -4.768 -0.258  0.0066
78 C -2.952 -3.924 -1.050  -0.0130
79 C -2.991 -3.880 -2.466  0.0033
80 C -2.133 -3.059 -3.135  0.0031
81 C -1.303 -2.191 -2.393  0.0406
82 N -1.279 -2.170 -1.087  0.0204
83 C -2.016 -3.095 -0.414  -0.0493
84 H 0.219 -3.027 1.166  -0.0093
85 H -0.644 -2.496 2.476  -0.0011
86 H -2.378 -4.179 2.778  -0.0006
87 H -4.217 -5.444 1.708  -0.0001
88 H -4.509 -5.389 -0.741  0.0004
89 H -3.683 -4.523 -2.997  0.0000
90 H -2.096 -3.026 -4.214  0.0004
91 H -0.665 -1.484 -2.905  -0.0122
92 O 1.396 -4.029 -0.048  -0.0016
93 Cl 1.921 -3.301 -1.182  0.0031
94 O 1.329 -3.788 -2.390  0.0015
95 O 3.347 -3.423 -1.222  0.0030
96 O 1.587 -1.883 -1.021  0.0230

**Kohn-Sham gap (alpha / beta)**: 6.39 / 8.34 eV
**Max |F|**: 0.2 eV/Å
**DFT total energy**: -139521.98754 eV
**⟨S²⟩**: 2.012
**E_HOMO (alpha / beta)**: -6.352 / -8.447 eV
**2S+1**: 3
**Energy relative to the best compared isomer or geometry (same formula, charge and spin)**: 5.5 kcal/mol